--- w ---
A structure of composition C3H6N2O3. Source: the Open Molecules 2025 dataset; level of theory: ωB97M-V/def2-TZVPD.

Last column: Mulliken charge in e.
CARTESIAN COORDINATES (ANGSTROEM)
1 C -1.79238 -0.74941 -0.19437  0.06
2 C 0.13695 1.20025 -0.27105  -0.27
3 C 1.96724 -0.42898 -0.10184  0.17
4 H -2.41261 1.06601 -0.03525  0.27
5 H -1.89126 -1.69482 -0.76284  0.33
6 H 0.14494 -0.99804 0.55163  0.52
7 H 0.02880 2.39420 -0.30336  0.29
8 H -0.17110 0.79312 -1.33803  0.31
9 H 3.04852 -0.58140 0.74635  0.26
10 N -2.69444 0.09804 -0.43074  -0.58
11 N -0.72855 -0.55863 0.64268  -0.33
12 O -0.16617 0.76522 1.02016  -0.28
13 O 1.73434 0.90828 -0.44718  -0.35
14 O 1.34967 -1.40928 -0.19030  -0.39

- orbital gap (hartree) = 0.376
- charge = 0


--- x ---
A structure of composition C3H6N2O3. Source: the Open Molecules 2025 dataset; level of theory: ωB97M-V/def2-TZVPD.

Last column: Mulliken charge in e.
CARTESIAN COORDINATES (ANGSTROEM)
1 C 1.47589 -0.76099 0.72063  -0.69
2 N -1.49344 0.20608 -0.09169  -0.18
3 C -0.44069 1.47750 -0.10324  0.16
4 C 0.13804 0.24043 -0.98650  0.85
5 O -1.86519 -0.47258 1.07811  -0.36
6 O -0.19919 0.39123 -2.29429  -0.49
7 N 1.16152 -0.41834 -0.64101  -0.61
8 O -0.13723 1.99793 0.91184  -0.41
9 H -1.62771 0.14541 1.79103  0.36
10 H 0.39693 -0.18428 -2.79776  0.36
11 H -2.13362 -0.05098 -0.83903  0.25
12 H 1.28392 0.06049 1.42114  0.23
13 H 2.54503 -1.00417 0.77795  0.28
14 H 0.89575 -1.62774 1.05284  0.24

- orbital gap (alpha / beta) (hartree) = 0.322 / 0.322
- charge = 0


--- y ---
A cluster of 2 separate species, C3H6N2O3 in total. Source: the Open Molecules 2025 dataset; level of theory: ωB97M-V/def2-TZVPD.

Last column: Mulliken charge in e.
CARTESIAN COORDINATES (ANGSTROEM)
1 C -2.04162 -0.44848 0.46879  -0.35
2 C -1.46698 -1.09288 -0.53398  -0.70
3 C 0.53968 1.25434 -0.26677  0.10
4 N 0.84986 0.06329 -0.55397  -0.29
5 N 1.91766 -0.63884 0.07985  0.92
6 O 3.02695 -0.41846 -0.32493  -0.54
7 O 1.52478 -1.39565 0.92460  -0.52
8 O 1.14720 2.13318 0.51756  -0.46
9 H -1.75345 -0.63238 1.55882  0.24
10 H -2.97240 0.25729 0.24092  0.21
11 H -1.74708 -1.09467 -1.50984  0.31
12 H -0.74500 -1.74055 -0.41430  0.31
13 H -0.37846 1.67701 -0.67281  0.40
14 H 2.09887 2.07678 0.48605  0.37

- orbital gap (hartree) = 0.361
- structure (SMILES) = O=[N+]([O-])/N=C\O.C=C
- charge = 0


--- z ---
An isolated molecule of C3H6N2O3. Source: the Open Molecules 2025 dataset; level of theory: ωB97M-V/def2-TZVPD.

Last column: Mulliken charge in e.
CARTESIAN COORDINATES (ANGSTROEM)
1 C -0.24130 0.95644 -1.95046  -0.82
2 N -0.17583 0.50252 -0.59117  -0.34
3 C -0.87715 -0.71900 1.30160  0.81
4 C 0.83437 -0.04719 -0.07352  0.50
5 O -1.21725 0.00628 2.39331  -0.49
6 O 2.03824 -0.26464 -0.64019  -0.50
7 N 0.56283 -0.68635 1.14081  -0.39
8 O -1.59199 -1.53364 0.79273  -0.54
9 H -2.09591 -0.26620 2.69162  0.36
10 H 2.54386 -0.89839 -0.11488  0.34
11 H 1.05856 -0.29680 1.93718  0.27
12 H 0.68764 0.79079 -2.50394  0.28
13 H -1.06289 0.43203 -2.44038  0.27
14 H -0.46319 2.02416 -1.94270  0.27

- orbital gap (hartree) = 0.372
- structure (SMILES) = C/N=C(\O)NC(=O)O
- charge = 0


Structures ranked by computed energy, the most stable listed first: z, x, y, w.


--- w ---
A cluster of 2 separate species, C3H6N2O3 in total. Source: the Open Molecules 2025 dataset; level of theory: ωB97M-V/def2-TZVPD.

Last column: Mulliken charge in e.
CARTESIAN COORDINATES (ANGSTROEM)
1 C -0.84586 0.75830 -1.25962  -0.99
2 C 1.32352 0.54481 0.21408  -1.06
3 C -0.06941 0.28029 -0.09662  0.70
4 N -0.06189 -2.24019 -0.14682  0.20
5 N -0.82950 -0.26077 0.97954  0.82
6 O -2.08182 -0.30103 1.00451  -0.70
7 O 0.56164 -2.40394 0.78719  -0.05
8 O -0.17747 -0.53342 1.96292  -0.66
9 H -1.00700 -0.10548 -1.94344  0.22
10 H -1.78099 1.04800 -0.75674  0.33
11 H -0.22191 1.62002 -1.70108  0.31
12 H 2.09903 -0.34339 0.00645  0.20
13 H 1.71769 1.34894 -0.43811  0.37
14 H 1.37396 0.58785 1.38775  0.31

- orbital gap (alpha / beta) (hartree) = 0.270 / 0.243
- charge = 0


--- x ---
An isolated molecule of C3H6N2O3. Source: the Open Molecules 2025 dataset; level of theory: ωB97M-V/def2-TZVPD.

Last column: Mulliken charge in e.
CARTESIAN COORDINATES (ANGSTROEM)
1 C 0.55070 -0.30450 -0.29742  0.55
2 C -1.63079 -0.99624 0.32009  -0.11
3 C -1.03415 1.28319 0.28191  -0.22
4 H 2.61148 1.10185 -0.54177  0.27
5 H 3.50327 -0.35147 0.46260  0.28
6 H -1.57616 -1.21336 1.35727  0.36
7 H -2.26226 -1.52681 -0.40936  0.22
8 H -0.54744 1.25891 1.34522  0.34
9 H -1.43070 2.24042 -0.24651  0.22
10 N 2.60969 0.28939 0.38272  -0.48
11 N 1.69813 -0.73024 0.21243  -0.29
12 O -0.35117 -1.17307 -0.54255  -0.40
13 O -2.03199 0.31873 0.18220  -0.33
14 O 0.16223 1.06455 -0.63477  -0.41

- orbital gap (hartree) = 0.332
- structure (SMILES) = NN=C1OCOCO1
- charge = 0


Structures ranked by computed energy, the most stable listed first: x, w.


--- w ---
A structure of composition C14H19Cl3GeN6O4RuS3. Source: the Open Molecules 2025 dataset; level of theory: ωB97M-V/def2-TZVPD.

Last column: Mulliken charge in e.
CARTESIAN COORDINATES (ANGSTROEM)
1 Ru 0.89067 -0.40067 -0.34869  -0.40
2 C -2.54881 0.49840 -1.48068  -0.86
3 C -2.65142 1.91367 -0.94309  -0.88
4 S -1.80650 2.03939 0.64589  0.02
5 C -0.45340 3.20477 0.34610  -0.70
6 C 0.36140 3.14492 -0.93386  -0.99
7 S 1.49288 1.74190 -1.32745  0.13
8 C 1.06706 1.42076 -3.05779  -0.83
9 C -0.37508 0.98299 -3.22226  -1.12
10 S -0.90680 -0.16176 -1.90568  0.41
11 H -2.93757 -0.22065 -0.75831  0.43
12 H -3.11187 0.35863 -2.40776  0.58
13 H -2.27847 2.66184 -1.64125  0.40
14 H -3.70760 2.14250 -0.79534  0.49
15 H -0.85903 4.21826 0.36989  0.67
16 H 0.19302 3.10196 1.21707  0.18
17 H -0.26780 3.25036 -1.81569  0.48
18 H 1.04934 3.99148 -0.92883  0.62
19 H 1.27363 2.33296 -3.61900  0.63
20 H 1.77276 0.66260 -3.38917  0.35
21 H -1.05259 1.83379 -3.21675  0.55
22 H -0.50603 0.46089 -4.16935  0.61
23 O -0.18865 -1.99826 0.23884  -0.53
24 C -0.75585 -2.07421 1.36182  -0.51
25 C -0.71971 -1.17383 2.44431  0.91
26 C -1.41015 -1.59196 3.61325  -0.60
27 C -1.40110 -0.80393 4.71612  -0.70
28 C -0.72176 0.42382 4.73558  -0.57
29 C -0.05901 0.85482 3.61838  -0.57
30 C -0.04469 0.08253 2.43796  0.20
31 O 0.57479 0.57524 1.40217  0.67
32 N -2.12240 -1.24849 5.92448  1.02
33 O -2.08223 -0.51238 6.88306  -0.59
34 O -2.69883 -2.31088 5.85852  -0.59
35 H -1.34267 -2.98536 1.50545  0.46
36 H -1.93854 -2.53629 3.63748  0.58
37 H -0.73957 1.01405 5.64176  0.55
38 H 0.46516 1.80062 3.61470  0.44
39 N 1.34398 -4.68198 -3.45038  -0.58
40 N 1.65699 -3.42012 -3.02222  1.08
41 N 2.79646 -2.84665 -3.33624  -0.91
42 C 2.73571 -1.73507 -2.62518  -0.42
43 N 1.59662 -1.66663 -1.92296  0.66
44 N 0.90886 -2.77222 -2.19748  -0.31
45 H 1.85968 -4.87320 -4.30171  0.33
46 H 0.34071 -4.76899 -3.55868  0.29
47 H 3.51814 -0.99774 -2.61407  0.42
48 Cl 4.77578 0.37310 -0.75299  -0.22
49 Ge 3.07760 0.39332 0.48445  1.01
50 Cl 3.31087 1.91343 1.88610  -0.18
51 Cl 2.62604 -1.61172 1.15949  -0.11

- orbital gap (hartree) = 0.244
- charge = +2


--- x ---
A structure of composition C14H19Cl3GeN6O4RuS3. Source: the Open Molecules 2025 dataset; level of theory: ωB97M-V/def2-TZVPD.

Last column: Mulliken charge in e.
CARTESIAN COORDINATES (ANGSTROEM)
1 Ru 0.05157 -0.35881 -1.13056  0.34
2 C -1.46515 2.26556 -2.24563  -0.44
3 C -1.26379 1.57139 -3.56797  -0.93
4 S -0.61635 -0.13890 -3.36917  0.06
5 C 0.95292 0.04157 -4.31242  -0.68
6 C 2.10184 -0.60166 -3.58645  -0.80
7 S 2.26293 -0.08619 -1.87206  0.01
8 C 2.55898 1.69941 -1.88947  -0.95
9 C 1.33846 2.59936 -1.97441  -0.81
10 S -0.13484 1.97248 -1.07766  -0.14
11 H -1.62856 3.33762 -2.36244  0.58
12 H -2.32477 1.84546 -1.73433  0.25
13 H -2.21891 1.49891 -4.08794  0.48
14 H -0.58435 2.09275 -4.23727  0.51
15 H 0.81123 -0.45409 -5.27312  0.53
16 H 1.11820 1.09846 -4.50468  0.35
17 H 1.96017 -1.68165 -3.51769  0.36
18 H 3.04631 -0.43256 -4.10533  0.52
19 H 3.07152 1.86690 -0.94747  0.40
20 H 3.26250 1.91408 -2.69524  0.62
21 H 1.58624 3.55262 -1.50849  0.60
22 H 1.03567 2.80574 -2.99885  0.42
23 O 1.71248 0.87611 0.74855  -0.21
24 C 1.92909 0.91945 1.94348  -0.52
25 C 1.25498 0.08456 2.93969  0.79
26 C 1.50892 0.35988 4.28051  -0.72
27 C 0.87044 -0.37362 5.25770  -0.55
28 C -0.04304 -1.35996 4.95279  -0.58
29 C -0.29280 -1.65548 3.61688  -0.32
30 C 0.37240 -0.95780 2.62593  0.01
31 O 0.14692 -1.34017 1.29689  0.50
32 N 1.18275 -0.09238 6.67919  1.03
33 O 1.98812 0.78499 6.89345  -0.58
34 O 0.61146 -0.76447 7.50473  -0.58
35 H 2.66021 1.63622 2.34974  0.41
36 H 2.19449 1.14687 4.56761  0.58
37 H -0.54416 -1.88876 5.75151  0.55
38 H -0.99976 -2.42842 3.35041  0.54
39 N -5.33266 -0.17769 -0.55790  -0.54
40 N -4.07402 -0.68669 -0.50665  1.07
41 N -3.83277 -1.86900 -0.00277  -0.92
42 C -2.51101 -1.91441 -0.06417  -0.48
43 N -1.99633 -0.79372 -0.58076  0.46
44 N -3.03333 -0.00983 -0.86663  -0.50
45 H -6.02670 -0.91085 -0.54128  0.31
46 H -5.42507 0.56344 -1.23478  0.27
47 H -1.95157 -2.76556 0.27545  0.47
48 Cl 0.18867 -4.50647 1.73064  -0.18
49 Ge 1.01604 -2.82851 0.81309  0.75
50 Cl 0.43404 -2.81912 -1.28232  -0.15
51 Cl 3.07041 -2.63704 1.05766  -0.19

- orbital gap (hartree) = 0.322
- charge = +2


Structures ranked by computed energy, the most stable listed first: x, w.


--- w ---
A structure of composition C2H6N2S. Source: the Open Molecules 2025 dataset; level of theory: ωB97M-V/def2-TZVPD.

Last column: Mulliken charge in e.
CARTESIAN COORDINATES (ANGSTROEM)
1 C 1.91680 -0.83279 0.00072  -0.83
2 C 0.46008 -0.25262 0.01257  0.38
3 H 2.34996 -0.34691 0.81807  0.32
4 H 1.95611 -2.05208 0.54647  0.22
5 H 2.37606 -0.86401 -1.11654  0.26
6 H -0.68735 -2.09393 -0.66346  0.34
7 H -1.81187 0.46137 -0.60532  0.28
8 H -2.27244 -0.21457 1.08487  0.30
9 N -0.58900 -0.98741 0.05938  -0.23
10 N -2.04978 -0.60771 -0.05577  -0.61
11 S 0.14374 1.42428 -0.01057  -0.43

- orbital gap (hartree) = 0.316
- charge = 0


--- x ---
A cluster of 2 separate species, C2H6N2S in total. Source: the Open Molecules 2025 dataset; level of theory: ωB97M-V/def2-TZVPD.

Last column: Mulliken charge in e.
CARTESIAN COORDINATES (ANGSTROEM)
1 C -0.47077 -0.82454 1.41062  -0.80
2 C 1.37961 0.35748 -0.82904  0.06
3 H -0.56172 -0.23326 2.50066  0.26
4 H 0.59693 -1.24249 1.45327  0.31
5 H -1.31424 -1.61412 1.63884  0.24
6 H 0.48230 1.65376 0.67904  0.29
7 H 2.28405 1.08643 -0.41032  0.24
8 H 2.56453 -0.82772 -1.12252  0.30
9 N 0.11785 1.10570 -0.60511  -0.47
10 N 1.40098 -0.88452 -0.94953  -0.50
11 S -1.25855 0.15197 0.16588  0.06

- orbital gap (hartree) = 0.325
- charge = 0


Structures ranked by computed energy, the most stable listed first: w, x.


--- w ---
The ion C4H12N2P with charge +1. Source: the Open Molecules 2025 dataset; level of theory: ωB97M-V/def2-TZVPD.

Last column: Mulliken charge in e.
CARTESIAN COORDINATES (ANGSTROEM)
1 C -2.00318 -1.00829 0.69595  -1.30
2 C 0.98023 1.67846 0.35795  -1.25
3 C -1.69560 -0.03148 -0.38759  -0.30
4 C 0.71708 0.20376 0.15689  0.12
5 N 1.96205 -0.63565 -0.30141  -0.35
6 N -0.30566 -0.05590 -0.76917  -0.12
7 P 3.39637 -0.35365 0.13841  0.05
8 H -1.67922 -2.02577 0.46528  0.39
9 H -1.60518 -0.63312 1.62083  0.37
10 H -3.03819 -1.26618 0.66714  0.38
11 H 1.11854 2.16040 -0.64960  0.38
12 H 0.26688 2.30776 0.90267  0.35
13 H 1.95007 1.70312 0.77066  0.39
14 H -2.13042 0.87811 -0.11462  0.33
15 H -2.22443 -0.25546 -1.43059  0.34
16 H 0.48411 -0.51372 1.00970  0.33
17 H -0.10230 0.21261 -1.74298  0.43
18 H -0.17608 -1.02265 -0.86647  0.36
19 H 4.08494 -1.34235 -0.52306  0.10

- orbital gap (hartree) = 0.334
- structure (SMILES) = [H]/P=N/[C@@H](C)[NH2+]CC
- charge = +1


--- x ---
A structure of composition C4H12N2P. Source: the Open Molecules 2025 dataset; level of theory: ωB97M-V/def2-TZVPD.

Last column: Mulliken charge in e.
CARTESIAN COORDINATES (ANGSTROEM)
1 C 1.44663 1.62747 -0.05062  -0.52
2 C -0.79601 -0.17477 0.02962  0.83
3 C -1.31048 -0.25526 1.44522  -1.29
4 C -1.17811 -1.15658 -0.97583  -1.30
5 N 1.57771 -0.98298 0.54617  -0.42
6 N -0.30621 0.97182 -0.45726  -0.35
7 P 2.40531 0.14309 -0.13876  0.11
8 H 1.42221 2.51686 -0.72101  0.41
9 H 1.33619 2.09378 0.95425  0.35
10 H -1.05671 0.51957 2.06715  0.45
11 H -0.88058 -1.13870 1.99665  0.32
12 H -2.45525 -0.50161 1.46688  0.33
13 H -2.03596 -1.82695 -0.62510  0.36
14 H -0.29910 -1.82489 -1.26521  0.29
15 H -1.58191 -0.80299 -1.96031  0.40
16 H 1.92070 -1.92863 0.55279  0.24
17 H -0.69224 1.73285 0.09196  0.38
18 H -0.26418 0.99243 -1.42374  0.32
19 H 2.74798 -0.00452 -1.53283  0.10

- orbital gap (alpha / beta) (hartree) = 0.267 / 0.263
- charge = +1


Structures ranked by computed energy, the most stable listed first: w, x.


--- w ---
A cluster of 2 separate species, C4H10O in total. Source: the Open Molecules 2025 dataset; level of theory: ωB97M-V/def2-TZVPD.

Last column: Mulliken charge in e.
CARTESIAN COORDINATES (ANGSTROEM)
1 C 0.07830 1.01449 -0.07337  -0.11
2 C 0.55782 0.01956 0.65176  -0.40
3 C 1.77915 -0.79680 0.31506  -1.03
4 C -1.28739 1.61214 0.11971  -1.13
5 H 0.68727 1.55763 -0.78222  0.33
6 H -0.11048 -0.47699 1.35688  0.44
7 H 1.51674 -1.84179 0.22453  0.32
8 H 2.19439 -0.49346 -0.64312  0.32
9 H 2.55641 -0.77906 1.08110  0.35
10 H -2.00066 0.83073 0.40560  0.26
11 H -1.73874 1.96466 -0.80419  0.35
12 H -1.31464 2.40412 0.86665  0.31
13 H -0.44116 -1.76043 -0.34039  0.33
14 H -1.59498 -1.30106 -1.18991  0.31
15 O -0.88202 -1.95375 -1.18809  -0.65

- orbital gap (hartree) = 0.388
- structure (SMILES) = C/C=C/C.O
- charge = 0


--- x ---
An isolated molecule of C4H10O. Source: the Open Molecules 2025 dataset; level of theory: ωB97M-V/def2-TZVPD.

Last column: Mulliken charge in e.
CARTESIAN COORDINATES (ANGSTROEM)
1 C -0.73598 -1.80615 -0.10511  -1.08
2 C -0.06521 -0.63893 -0.83312  -0.35
3 C 0.79723 0.37265 -0.06857  0.15
4 C -0.14040 1.71269 0.29915  -1.33
5 O 1.31350 -0.17188 1.11330  -0.52
6 H -1.11650 -1.44707 0.85214  0.28
7 H -0.11990 -2.69047 0.10156  0.29
8 H -1.59439 -2.14676 -0.69929  0.35
9 H 0.29048 -0.90619 -1.84127  0.38
10 H -0.77424 0.17303 -0.90697  0.17
11 H 1.60273 0.72074 -0.73787  0.23
12 H -0.76380 2.16685 -0.50902  0.39
13 H -0.86461 1.53890 1.12268  0.32
14 H 0.51352 2.53294 0.62220  0.38
15 H 1.65757 0.58965 1.59019  0.33

- orbital gap (hartree) = 0.395
- structure (SMILES) = CC[C@@H](C)O
- charge = 0


--- y ---
A structure of composition C4H10O. Source: the Open Molecules 2025 dataset; level of theory: ωB97M-V/def2-TZVPD.

Last column: Mulliken charge in e.
CARTESIAN COORDINATES (ANGSTROEM)
1 C -0.49912 -1.41314 -0.45269  -1.31
2 C -0.22051 0.01852 -0.03529  0.91
3 C -1.38916 0.74314 0.60362  -1.30
4 C 0.72751 0.77001 -0.76665  -0.87
5 O 2.02881 0.73034 0.58150  -0.69
6 H -0.78870 -2.03034 0.40598  0.32
7 H 0.37773 -1.88583 -0.91105  0.35
8 H -1.32446 -1.47416 -1.17757  0.33
9 H 0.96496 0.12906 0.78475  0.37
10 H -2.24862 0.81753 -0.07908  0.33
11 H -1.74023 0.21536 1.49803  0.31
12 H -1.11757 1.75893 0.91110  0.36
13 H 0.67136 1.85343 -0.81332  0.25
14 H 1.29837 0.31366 -1.57303  0.30
15 H 2.72901 0.09172 0.36030  0.33

- orbital gap (hartree) = 0.325
- charge = 0


Structures ranked by computed energy, the most stable listed first: w, x, y.